No. 1
{"formula": "CH5ClN2O", "method": "ωB97M-V/def2-TZVPD", "largest_force_ev_per_a": 5.440, "e_lumo_ev": [-1.1, -1.1], "e_tot_ha": -685.82524, "e_above_lowest_kj_mol": 433.2, "homo_lumo_gap_ev": [7.30, 7.30], "species": ["C", "N", "N", "O", "Cl", "H", "H", "H", "H", "H"], "xyz": [[0.60585, -1.29272, -0.32704], [-0.85537, 2.22348, 0.61496], [-0.35125, 1.25154, 1.28251], [-0.33331, -0.25491, -0.36036], [1.34004, 1.24127, 1.46894], [1.45128, -0.86647, 0.38981], [1.20778, -1.21583, -1.33790], [0.26582, -2.28933, -0.29983], [-1.78576, 2.42658, 0.80621], [-0.44608, 2.44565, -0.22730]], "forces_ev_per_a": [[2.53, 4.51, -1.69], [1.52, -0.84, 1.23], [-0.10, -2.21, 0.15], [-0.08, 0.19, 1.17], [-0.26, 0.46, -0.33], [-1.32, -1.74, -0.74], [-0.87, -0.23, 1.42], [-0.57, -1.18, 1.01], [-1.86, 0.05, 0.16], [1.00, 0.99, -2.38]], "lowdin_charge": [-0.274, 0.010, -0.422, -0.308, 0.653, 0.035, 0.094, 0.035, 0.101, 0.076]}

---

No. 2
{"formula": "C7H8NO3S2", "method": "ωB97M-V/def2-TZVPD", "largest_force_ev_per_a": 5.568, "e_lumo_ev": [2.5, 2.5], "e_tot_ha": -1348.35685, "e_above_lowest_kj_mol": 240.4, "charge": -1, "homo_lumo_gap_ev": [7.25, 7.25], "species": ["C", "C", "C", "C", "C", "C", "C", "N", "O", "O", "O", "S", "S", "H", "H", "H", "H", "H", "H", "H", "H"], "xyz": [[0.94068, -1.11733, -2.27332], [0.08731, -1.96833, -1.58720], [1.13119, 0.23101, -1.99124], [-0.59732, -1.41958, -0.51946], [0.47619, 0.84170, -0.81625], [-0.40353, -0.06305, -0.30269], [-1.47014, -2.18458, 0.40887], [0.72535, 2.03235, -0.36609], [-0.57315, 3.24917, 1.95515], [1.23877, 1.71808, 2.28319], [-0.32231, 2.12100, 4.15041], [-1.24286, 0.48305, 2.17975], [-0.13420, 2.09114, 2.73019], [1.45877, -1.51937, -3.21840], [0.02919, -3.08430, -1.77003], [1.84096, 0.77148, -2.56448], [-1.46450, -1.56378, 1.39533], [-2.51191, -2.27306, 0.28213], [-1.10136, -3.20761, 0.41513], [1.57877, 2.49389, -0.82791], [0.31409, 2.36810, 0.43693]], "forces_ev_per_a": [[1.03, 0.00, -2.42], [0.06, -1.33, 0.13], [-1.20, -0.69, 1.67], [-0.81, 1.20, 0.16], [0.58, -2.70, -2.33], [-1.30, -0.39, 3.26], [1.04, 0.78, 2.12], [3.51, 1.85, -3.91], [-0.54, 0.08, 0.33], [-1.23, 0.35, 1.07], [-0.49, 0.31, 0.86], [-0.28, -1.05, -2.64], [3.34, 0.02, -1.50], [-0.61, 0.60, 1.64], [0.03, 1.56, -0.01], [0.51, 0.65, -0.37], [0.55, -1.99, -1.29], [-1.39, 0.28, -1.26], [0.16, -0.09, 0.76], [-2.21, -0.70, 1.60], [-0.74, 1.26, 2.13]], "lowdin_charge": [-0.143, -0.109, -0.032, -0.324, -0.358, 0.052, -0.092, 0.151, -0.438, -0.458, -0.408, 0.537, 0.037, 0.117, 0.120, 0.078, -0.019, 0.055, 0.073, 0.167, -0.008]}

---

No. 3
{"formula": "C12H47B2NO5", "method": "ωB97M-V/def2-TZVPD", "largest_force_ev_per_a": 4.975, "e_lumo_ev": -1.0, "e_tot_ha": -965.61442, "e_above_lowest_kj_mol": 459.8, "homo_lumo_gap_ev": 7.93, "species": ["O", "H", "H", "H", "N", "H", "H", "H", "H", "B", "H", "H", "H", "H", "B", "H", "H", "H", "H", "C", "C", "C", "O", "H", "H", "H", "H", "H", "H", "H", "H", "C", "C", "C", "O", "H", "H", "H", "H", "H", "H", "H", "H", "C", "C", "C", "O", "H", "H", "H", "H", "H", "H", "H", "H", "C", "C", "C", "O", "H", "H", "H", "H", "H", "H", "H", "H"], "xyz": [[-0.29544, 0.14650, -0.01112], [-0.56619, 0.46023, -0.87707], [-0.57289, -0.76624, 0.09620], [0.63990, 0.31621, 0.12279], [2.73903, 1.89954, -4.66734], [2.99721, 2.76875, -5.11222], [3.25071, 1.88267, -3.79670], [2.90707, 1.10330, -5.26556], [1.77534, 1.73545, -4.41340], [-1.31245, 1.27384, -3.75832], [-2.20567, 0.66856, -3.75259], [-0.47792, 0.65512, -3.46681], [-1.15170, 1.75638, -4.70993], [-1.45130, 2.08640, -3.06211], [3.58308, 0.65186, -0.42829], [4.59139, 0.97080, -0.21419], [3.24008, -0.06097, 0.30552], [2.91261, 1.49653, -0.46334], [3.55482, 0.12795, -1.37114], [-4.11298, -5.12729, 0.30994], [-3.77462, -3.63633, 0.21211], [-4.54545, -2.84742, 1.27894], [-2.45551, -3.45240, 0.49339], [-4.07852, -5.42780, 1.35713], [-3.34515, -5.66573, -0.24560], [-5.06510, -5.43169, -0.12470], [-3.98074, -3.15628, -0.74452], [-4.19163, -3.02974, 2.29367], [-5.59478, -3.14232, 1.27251], [-4.45140, -1.78929, 1.03474], [-2.01000, -4.28214, 0.30723], [-1.47207, -5.64501, -5.58490], [-0.94051, -4.34625, -4.99435], [0.49958, -4.11581, -5.20433], [-1.59976, -3.23709, -5.51285], [-2.55614, -5.72949, -5.50912], [-1.17513, -6.52209, -5.00987], [-1.07624, -5.75556, -6.59446], [-1.16195, -4.30223, -3.92799], [1.18473, -4.90000, -4.88228], [0.77025, -3.14671, -4.78518], [0.82304, -4.07870, -6.24457], [-1.33794, -2.47002, -4.99839], [3.32168, 6.78952, 3.15108], [3.51453, 5.94245, 1.92210], [4.80495, 6.21807, 1.13563], [3.54575, 4.59214, 2.26441], [2.37755, 6.49993, 3.61245], [3.16947, 7.85501, 2.97886], [4.14217, 6.75824, 3.86797], [2.61767, 6.11292, 1.32655], [5.74147, 6.27549, 1.69036], [4.72223, 7.21441, 0.70141], [4.97264, 5.43554, 0.39561], [3.54111, 4.10366, 1.43799], [-0.32912, 1.06686, 5.52598], [-1.69194, 0.70836, 6.09255], [-1.55651, -0.22705, 7.34033], [-2.29180, 1.89958, 6.65830], [0.24016, 0.18494, 5.23230], [0.21018, 1.57924, 6.32267], [-0.45045, 1.76044, 4.69393], [-2.30835, 0.32037, 5.28162], [-2.45090, -0.67390, 7.77451], [-1.00217, 0.18682, 8.18266], [-0.98564, -1.11728, 7.07633], [-2.36443, 2.57877, 5.98375]], "forces_ev_per_a": [[-0.91, 0.37, 0.45], [-0.41, 0.70, -1.55], [0.04, -0.89, 0.24], [1.84, 0.04, 0.20], [0.11, -0.46, 0.30], [-0.68, 0.35, -0.44], [0.58, -0.69, 0.69], [0.86, -0.31, -0.19], [-1.41, 0.85, 0.20], [-0.12, 0.09, 0.21], [-3.41, -2.42, -0.17], [3.94, -2.74, 1.30], [0.81, 1.65, -3.95], [-0.44, 3.21, 3.12], [-0.14, 0.07, -0.14], [3.77, 1.28, 0.94], [-1.46, -2.90, 3.19], [-2.93, 3.74, -0.17], [-0.10, -2.06, -4.18], [0.18, 0.26, -0.54], [-2.60, -0.04, 0.97], [-0.40, -0.01, -0.48], [2.90, 0.17, 0.36], [0.02, -0.06, -0.01], [0.06, -0.32, -0.02], [-0.07, 0.29, 0.09], [-0.37, -0.48, -0.40], [0.32, -0.10, -0.14], [-0.13, 0.25, -0.16], [-0.18, 0.09, 0.29], [0.39, 0.09, -0.01], [0.02, -0.03, 0.31], [-0.51, -0.57, 0.86], [2.19, -0.29, -0.54], [-1.29, 0.68, -1.14], [-0.08, 0.51, -0.53], [0.63, 0.13, 0.12], [-0.44, -0.09, -0.15], [0.19, -0.61, 0.45], [-0.19, -0.05, 0.90], [0.27, -0.12, 0.27], [-0.73, 0.29, -0.47], [-0.09, 0.23, -0.05], [-0.30, 0.42, 0.69], [1.04, 0.52, -0.34], [-0.30, 0.98, -0.12], [-0.42, -0.99, 0.87], [0.17, -0.31, 0.35], [0.18, 0.04, -0.69], [-0.01, -0.47, 0.03], [0.08, 0.22, -0.61], [-0.30, -0.30, 0.70], [0.01, -0.06, -0.60], [-0.21, 0.23, -0.32], [0.06, -0.37, 0.04], [-0.11, 0.05, 0.51], [0.21, 0.39, 1.94], [0.28, -0.92, -0.80], [-0.11, -0.38, -0.31], [-0.05, 0.05, -0.18], [0.21, 0.03, -0.10], [0.16, -0.08, -0.15], [-0.32, -0.37, 0.26], [-0.50, 0.59, -0.36], [-0.02, 0.65, -0.31], [0.23, -0.06, -0.34], [0.02, 0.05, -0.16]], "lowdin_charge": [0.371, 0.155, 0.178, 0.152, 0.357, 0.155, 0.146, 0.155, 0.130, -0.445, -0.098, -0.140, -0.105, -0.108, -0.446, -0.095, -0.110, -0.128, -0.124, -0.044, -0.537, -0.058, -0.051, 0.088, 0.074, 0.084, 0.135, 0.082, 0.079, 0.074, 0.084, -0.042, -0.547, -0.079, -0.038, 0.079, 0.076, 0.083, 0.130, 0.083, 0.079, 0.084, 0.089, -0.064, -0.524, -0.054, -0.043, 0.078, 0.077, 0.083, 0.130, 0.078, 0.073, 0.073, 0.086, -0.071, -0.455, -0.057, -0.074, 0.079, 0.085, 0.074, 0.126, 0.069, 0.079, 0.067, 0.078]}

---

No. 4
{"formula": "C26H18AlBr2F6N5OS", "method": "ωB97M-V/def2-TZVPD", "largest_force_ev_per_a": 0.692, "e_lumo_ev": -6.6, "e_tot_ha": -7738.21455, "e_above_lowest_kj_mol": 9.1, "charge": 2, "homo_lumo_gap_ev": 6.95, "species": ["Al", "Br", "C", "C", "C", "N", "C", "C", "C", "C", "C", "Br", "C", "C", "N", "H", "H", "H", "H", "H", "H", "N", "C", "C", "C", "C", "C", "C", "S", "N", "C", "C", "C", "C", "C", "C", "N", "H", "H", "H", "H", "H", "H", "H", "H", "H", "C", "C", "O", "C", "F", "F", "F", "C", "F", "F", "F", "H", "H", "H"], "xyz": [[0.17419, 0.23760, -0.61665], [-5.30074, -3.38224, -0.70502], [-3.73230, -2.40219, -0.50100], [-2.55604, -3.03274, -0.12921], [-1.41422, -2.26714, -0.02254], [-1.41500, -0.94871, -0.23966], [-2.56447, -0.33438, -0.57533], [-3.74207, -1.03256, -0.72919], [-2.45099, 1.14056, -0.75548], [-3.54385, 1.97605, -0.82606], [-3.33634, 3.34309, -0.95778], [-4.79136, 4.49489, -1.05381], [-2.04413, 3.84178, -1.00947], [-1.00123, 2.94935, -0.92330], [-1.19042, 1.62678, -0.80015], [-2.52505, -4.09775, 0.05606], [-0.46474, -2.71768, 0.24142], [-4.65677, -0.54373, -1.03328], [-4.55034, 1.58704, -0.77030], [-1.85486, 4.90057, -1.11644], [0.02482, 3.29116, -0.96929], [1.98155, 0.61716, 3.09325], [1.10972, 0.40036, 4.20140], [1.64374, 0.25201, 5.46597], [0.80146, 0.02289, 6.54554], [-0.56599, -0.07064, 6.34967], [-1.09798, 0.06728, 5.07140], [-0.25621, 0.31454, 4.00298], [-0.97345, 0.59098, 2.40688], [0.40137, 0.43371, 1.37548], [1.61729, 0.54258, 1.82163], [2.65954, 0.61640, 0.75789], [4.01347, 0.61864, 0.97078], [4.86190, 0.76388, -0.12682], [4.31774, 0.90621, -1.38584], [2.93952, 0.85894, -1.52558], [2.12898, 0.70674, -0.47534], [2.95672, 0.73433, 3.31010], [2.71792, 0.31269, 5.61577], [1.22099, -0.08676, 7.53655], [-1.22779, -0.25254, 7.18643], [-2.16841, -0.00473, 4.91231], [4.43251, 0.50073, 1.96094], [5.93520, 0.76770, 0.01522], [4.93948, 1.03456, -2.26199], [2.46766, 0.93460, -2.49140], [-0.85946, -2.07529, -3.43368], [0.37767, -1.19539, -3.28707], [0.27991, -0.35718, -2.19823], [1.61701, -2.11650, -3.12001], [1.65849, -2.56574, -1.84715], [1.56914, -3.17139, -3.92094], [2.77875, -1.47988, -3.34548], [0.51409, -0.31272, -4.54684], [0.78914, -1.04219, -5.62327], [1.47544, 0.62205, -4.42285], [-0.63362, 0.34478, -4.75457], [-0.89958, -2.79174, -2.61368], [-0.84139, -2.62638, -4.37189], [-1.74659, -1.44447, -3.41109]], "forces_ev_per_a": [[-0.32, -0.14, 0.58], [-0.06, -0.04, -0.01], [-0.13, -0.08, -0.02], [0.10, -0.09, 0.05], [0.03, 0.11, 0.09], [-0.09, 0.10, -0.16], [0.14, 0.07, 0.03], [-0.09, 0.10, -0.01], [0.05, -0.07, 0.02], [-0.07, -0.09, -0.04], [-0.13, 0.06, 0.00], [-0.05, 0.03, -0.01], [0.11, 0.09, -0.03], [0.07, -0.13, -0.07], [0.04, 0.02, 0.12], [0.01, 0.04, 0.00], [-0.01, 0.00, -0.02], [0.04, -0.01, 0.03], [0.04, 0.01, 0.01], [0.01, -0.03, 0.01], [0.01, 0.00, 0.03], [-0.09, 0.09, 0.16], [0.07, 0.00, 0.00], [0.15, -0.04, 0.03], [-0.02, -0.01, 0.05], [-0.06, 0.00, -0.02], [-0.03, -0.05, 0.07], [-0.11, -0.03, -0.12], [0.05, 0.12, 0.02], [0.01, -0.25, -0.21], [0.09, 0.02, -0.11], [-0.16, 0.01, 0.05], [0.18, 0.01, 0.07], [0.06, 0.00, 0.06], [0.04, 0.02, -0.05], [-0.01, 0.00, 0.00], [-0.12, 0.06, -0.16], [0.04, 0.03, 0.01], [-0.08, 0.00, -0.02], [-0.02, 0.01, -0.03], [0.04, 0.01, -0.03], [0.06, -0.01, 0.02], [0.02, 0.01, -0.04], [-0.04, 0.00, 0.00], [-0.04, -0.01, 0.05], [-0.06, -0.04, -0.06], [-0.05, -0.06, -0.06], [-0.08, -0.08, 0.16], [0.52, 0.12, -0.45], [0.02, 0.10, -0.16], [-0.03, -0.01, 0.10], [0.02, -0.01, -0.01], [-0.08, 0.02, 0.11], [0.01, 0.06, -0.06], [-0.01, -0.02, -0.01], [-0.02, -0.06, 0.08], [-0.01, 0.00, 0.00], [0.01, 0.00, -0.06], [-0.03, -0.01, 0.02], [0.02, 0.00, 0.01]], "lowdin_charge": [0.134, 0.902, -0.655, -0.055, -0.061, 0.064, -0.173, -0.018, -0.151, -0.015, -0.650, 0.911, -0.050, -0.030, 0.091, 0.128, 0.143, 0.121, 0.121, 0.127, 0.140, 0.172, -0.218, 0.002, -0.041, -0.043, -0.078, -0.439, 1.072, -0.232, -0.284, -0.142, 0.040, 0.020, 0.022, -0.031, 0.107, 0.147, 0.128, 0.123, 0.123, 0.118, 0.128, 0.137, 0.138, 0.114, 0.046, -0.361, -0.025, -0.547, 0.147, 0.196, 0.167, -0.558, 0.198, 0.150, 0.173, 0.092, 0.114, 0.104]}

---

No. 5
{"formula": "C5H5NO2", "method": "ωB97M-V/def2-TZVPD", "largest_force_ev_per_a": 18.719, "e_lumo_ev": 0.6, "e_tot_ha": -398.47111, "e_above_lowest_kj_mol": 807.0, "homo_lumo_gap_ev": 10.07, "species": ["C", "C", "C", "C", "C", "H", "H", "H", "H", "H", "N", "O", "O"], "xyz": [[-0.38074, 1.36713, -0.45588], [-0.25330, -0.10283, -0.01274], [0.20780, -1.08508, -0.61725], [0.21715, -2.18943, 0.48624], [-0.34862, -1.66193, 1.52867], [1.44862, 3.66540, -1.21321], [-1.33067, 1.67685, -0.25549], [0.78438, -1.29731, -1.25239], [0.31335, -3.29531, 0.39343], [-0.71161, -1.99603, 2.20210], [0.59041, 1.96038, -0.84971], [0.25781, 3.29063, -1.22211], [-0.79459, -0.33246, 1.26835]], "forces_ev_per_a": [[-1.45, -5.74, 2.41], [-3.17, 7.42, 2.63], [-3.90, -5.42, 9.25], [-0.11, -0.74, -2.74], [5.19, 9.23, -13.82], [-5.89, -1.21, -0.28], [-2.55, 1.82, 0.09], [7.47, -1.83, -10.12], [0.52, 1.19, -0.16], [-7.57, -7.40, 15.44], [2.88, 2.52, -1.81], [6.56, 1.31, 0.34], [2.01, -1.17, -1.23]], "lowdin_charge": [-0.094, -0.250, 0.042, 0.017, -0.065, 0.260, 0.105, 0.007, 0.125, -0.020, -0.028, -0.149, 0.050]}

---

No. 6
{"formula": "C3H12N2O3", "method": "ωB97M-V/def2-TZVPD", "largest_force_ev_per_a": 2.274, "e_lumo_ev": 0.7, "e_tot_ha": -456.73036, "e_above_lowest_kj_mol": 104.5, "homo_lumo_gap_ev": 10.04, "smiles": "CNC(=O)CN.O.O", "species": ["N", "C", "C", "N", "C", "O", "H", "H", "H", "H", "H", "H", "H", "H", "H", "H", "O", "H", "H", "O"], "xyz": [[0.68520, 0.30096, -2.41804], [-0.56307, 0.56279, -1.66130], [-0.35893, -0.13263, -0.31324], [-0.26266, -1.47319, -0.30276], [0.49569, -2.15264, 0.77179], [-0.37994, 0.55320, 0.69963], [0.61158, 0.69752, -3.34678], [1.50643, 0.71741, -1.99072], [-0.61545, 1.59635, -1.34357], [-1.37356, 0.35047, -2.34282], [-0.23503, -1.90250, -1.21004], [1.07496, -2.94716, 0.28465], [1.20676, -1.47584, 1.23713], [-0.20865, -2.67236, 1.41993], [0.88956, 0.17190, 3.31979], [2.41946, -0.00197, 3.36306], [1.62304, -0.29798, 2.89939], [-2.88333, 2.44600, 0.44074], [-1.43278, 2.71561, 0.51969], [-2.19929, 2.94405, -0.02653]], "forces_ev_per_a": [[-0.13, -0.19, -0.54], [2.18, 0.62, 0.20], [-2.02, 0.21, -0.05], [0.89, -0.16, 0.24], [-0.34, -0.73, -1.30], [0.52, -0.05, 0.20], [0.05, -0.02, 0.01], [-0.24, 0.02, 0.14], [-0.42, 0.31, -0.28], [-0.52, -0.56, 0.43], [0.18, 0.01, -0.14], [-0.04, 0.12, 0.06], [-0.54, -0.05, 0.30], [0.25, 0.39, 0.53], [0.14, -0.07, -0.28], [-0.29, -0.06, -0.08], [0.36, 0.26, 0.55], [-0.12, 0.14, -0.29], [0.17, -0.03, -0.29], [-0.08, -0.16, 0.60]], "lowdin_charge": [-0.010, -0.169, -0.510, 0.024, -0.053, 0.035, 0.060, 0.072, 0.083, 0.118, 0.121, 0.081, 0.051, 0.081, 0.049, 0.046, -0.068, 0.040, 0.020, -0.072]}

---

Question: What is the formula in the fifth record?
Answer: C5H5NO2

---

Question: Which formula does entry 3 have?
Answer: C12H47B2NO5